The following is a DFT calculation (ωB97M-V/def2-TZVPD) of a cluster of 6 separate species, C24H65N8O7 in total.

Last columns: bonded neighbours and bond lengths (Å).
Element x y z (Å)
1 O 1.015 3.640 -1.175  N2 1.154
2 N 1.405 3.689 -0.090  O1 1.154, O3 1.454
3 O 1.348 2.359 0.492  N2 1.454, C4 1.386
4 C 2.550 1.909 1.014  O3 1.386, C5 1.522, N9 1.497, H10 1.083
5 C 3.237 2.822 2.020  C4 1.522, N6 1.464, H11 1.089, H12 1.082
6 N 4.594 3.191 1.612  C5 1.464, C7 1.457, H13 1.011
7 C 4.665 3.663 0.236  N6 1.457, C8 1.528, H14 1.089, H15 1.081
8 C 4.275 2.550 -0.735  C7 1.528, N9 1.495, H16 1.078, H17 1.081
9 N 3.479 1.471 -0.076  C4 1.497, C8 1.495, H18 1.026, H19 1.024
10 H 2.288 1.011 1.559  C4 1.083
11 H 2.602 3.685 2.216  C5 1.089
12 H 3.324 2.261 2.941  C5 1.082
13 H 4.947 3.898 2.242  N6 1.011
14 H 4.074 4.563 0.072  C7 1.089
15 H 5.695 3.914 0.025  C7 1.081
16 H 5.146 2.142 -1.223  C8 1.078
17 H 3.649 2.985 -1.501  C8 1.081
18 H 2.961 0.915 -0.764  N9 1.026
19 H 4.135 0.818 0.363  N9 1.024
20 C -1.327 -0.448 -4.360  C21 1.525, H26 1.089, H27 1.091, H28 1.091
21 C -1.136 0.436 -3.132  C20 1.525, C22 1.535, N25 1.466, H29 1.094
22 C -2.191 1.542 -2.990  C21 1.535, O23 1.412, H30 1.095, H31 1.097
23 O -2.011 2.642 -3.856  C22 1.412, C24 1.419
24 C -2.515 2.472 -5.172  O23 1.419, H32 1.093, H33 1.092, H34 1.089
25 N 0.228 0.975 -3.137  C21 1.466, H35 1.017, H36 1.017
26 H -1.004 0.047 -5.275  C20 1.089
27 H -0.735 -1.360 -4.262  C20 1.091
28 H -2.372 -0.739 -4.477  C20 1.091
29 H -1.236 -0.208 -2.253  C21 1.094
30 H -2.112 1.955 -1.979  C22 1.095
31 H -3.206 1.136 -3.087  C22 1.097
32 H -3.424 1.866 -5.178  C24 1.093
33 H -1.767 2.021 -5.828  C24 1.092
34 H -2.752 3.460 -5.562  C24 1.089
35 H 0.379 1.477 -2.266  N25 1.017
36 H 0.271 1.702 -3.847  N25 1.017
37 C 3.408 0.619 6.381  C38 1.525, H43 1.089, H44 1.091, H45 1.091
38 C 2.290 1.541 5.908  C37 1.525, C39 1.535, N42 1.471, H46 1.095
39 C 1.224 1.831 6.973  C38 1.535, O40 1.411, H47 1.094, H48 1.097
40 O 0.315 0.774 7.192  C39 1.411, C41 1.419
41 C 0.764 -0.249 8.066  O40 1.419, H49 1.093, H50 1.092, H51 1.089
42 N 1.693 0.983 4.685  C38 1.471, H52 1.018, H53 1.017
43 H 3.091 -0.422 6.421  C37 1.089
44 H 4.256 0.669 5.697  C37 1.091
45 H 3.762 0.906 7.372  C37 1.091
46 H 2.748 2.502 5.650  C38 1.095
47 H 0.614 2.668 6.622  C39 1.094
48 H 1.683 2.146 7.918  C39 1.097
49 H 1.395 0.152 8.863  C41 1.093
50 H 1.306 -1.027 7.523  C41 1.092
51 H -0.116 -0.706 8.515  C41 1.089
52 H 1.017 1.650 4.319  N42 1.018
53 H 1.120 0.190 4.961  N42 1.017
54 C 0.986 -3.634 0.477  C55 1.525, H60 1.090, H61 1.090, H62 1.091
55 C 0.105 -2.779 -0.427  C54 1.525, C56 1.535, N59 1.468, H63 1.094
56 C -0.544 -3.555 -1.581  C55 1.535, O57 1.415, H64 1.095, H65 1.097
57 O 0.332 -3.853 -2.652  C56 1.415, C58 1.420
58 C 1.157 -4.991 -2.452  O57 1.420, H66 1.094, H67 1.092, H68 1.089
59 N 0.885 -1.635 -0.918  C55 1.468, H69 1.015, H70 1.017
60 H 1.949 -3.859 0.018  C54 1.090
61 H 1.190 -3.108 1.410  C54 1.090
62 H 0.498 -4.578 0.726  C54 1.091
63 H -0.710 -2.389 0.190  C55 1.094
64 H -1.327 -2.924 -2.014  C56 1.095
65 H -1.037 -4.466 -1.219  C56 1.097
66 H 0.645 -5.768 -1.877  C58 1.094
67 H 2.083 -4.703 -1.949  C58 1.092
68 H 1.416 -5.396 -3.429  C58 1.089
69 H 0.269 -1.019 -1.438  N59 1.015
70 H 1.524 -1.989 -1.627  N59 1.017
71 C -2.896 7.067 -0.630  C72 1.526, H77 1.090, H78 1.089, H79 1.092
72 C -2.349 8.036 0.415  C71 1.526, C73 1.535, N76 1.465, H80 1.094
73 C -0.935 7.688 0.901  C72 1.535, O74 1.419, H81 1.092, H82 1.099
74 O -0.868 6.600 1.810  C73 1.419, C75 1.410
75 C -0.887 5.321 1.216  O74 1.410, H83 1.089, H84 1.093, H85 1.093
76 N -3.308 8.134 1.518  C72 1.465, H86 1.016, H87 1.017
77 H -3.229 6.130 -0.185  C71 1.090
78 H -3.757 7.506 -1.131  C71 1.089
79 H -2.146 6.839 -1.391  C71 1.092
80 H -2.284 9.020 -0.056  C72 1.094
81 H -0.543 8.546 1.451  C73 1.092
82 H -0.257 7.515 0.053  C73 1.099
83 H -0.377 5.325 0.254  C75 1.089
84 H -1.910 4.959 1.088  C75 1.093
85 H -0.375 4.634 1.894  C75 1.093
86 H -3.008 8.860 2.163  N76 1.016
87 H -3.247 7.277 2.062  N76 1.017
88 C -3.484 -9.399 -3.926  C89 1.525, H94 1.090, H95 1.089, H96 1.092
89 C -2.932 -9.504 -2.508  C88 1.525, C90 1.535, N93 1.466, H97 1.094
90 C -3.014 -8.193 -1.713  C89 1.535, O91 1.417, H98 1.093, H99 1.098
91 O -2.043 -7.223 -2.065  C90 1.417, C92 1.417
92 C -2.351 -6.441 -3.205  O91 1.417, H100 1.093, H101 1.092, H102 1.090
93 N -1.566 -10.031 -2.568  C89 1.466, H103 1.016, H104 1.017
94 H -2.792 -8.892 -4.599  C88 1.090
95 H -3.656 -10.394 -4.335  C88 1.089
96 H -4.434 -8.861 -3.942  C88 1.092
97 H -3.546 -10.233 -1.973  C89 1.094
98 H -2.823 -8.423 -0.661  C90 1.093
99 H -4.021 -7.758 -1.767  C90 1.098
100 H -3.423 -6.245 -3.292  C92 1.093
101 H -1.985 -6.922 -4.115  C92 1.092
102 H -1.829 -5.489 -3.101  C92 1.090
103 H -1.232 -10.209 -1.625  N93 1.016
104 H -0.962 -9.287 -2.910  N93 1.017

Results
strongest force on any atom: 1.21 eV Å⁻¹
ΔE to the lowest compared entry with this formula, charge and spin: 7.9 kcal/mol
E_tot: -52183.2690 eV
molecular weight: 577.83 g mol⁻¹
HOMO level: -10.5 eV
total charge: +1
gap between HOMO and LUMO: 6.5 eV